[1]
17
Properties=species:S:1:pos:R:3:forces:R:3 method="wB97M-V/def2-TZVPD" total_charge=0 orbital_gap_ev=9.34 energy_ha=-339.1975 smiles="[H]/N=C/N=C.CNN" multiplicity=1
H -1.727159 -1.657514 -1.129544 0.31 0.39 -0.26
N -0.934692 -1.557893 -0.501394 -0.25 -0.94 0.48
C -0.983555 -0.502834 0.196544 -0.51 -0.54 2.93
N -0.337091 -0.456819 1.647786 0.65 0.84 -2.35
C -0.366474 -1.421738 2.445358 -0.66 -0.73 -0.56
H -1.775603 0.249709 0.184024 0.13 0.11 -0.21
H -1.027631 -2.289537 2.320016 0.25 -0.11 -0.25
H 0.312965 -1.451643 3.297296 -0.31 0.37 0.24
C 1.110357 0.258949 -1.668069 -0.12 0.21 0.33
N 0.488397 0.734947 -0.443841 0.99 0.61 0.59
N 0.029450 2.082176 -0.543617 0.01 -0.05 0.08
H 1.215917 -0.821206 -1.585429 -0.05 -0.06 -0.03
H 2.091824 0.716194 -1.837722 -0.09 -0.02 -0.04
H 0.446152 0.500837 -2.494151 0.00 -0.04 -0.07
H 1.088826 0.615154 0.392019 -0.31 0.00 -0.77
H -0.451040 2.274671 0.334977 0.07 0.07 -0.21
H 0.819357 2.726548 -0.614255 -0.11 -0.11 0.11



[2]
11
Properties=species:S:1:pos:R:3:forces:R:3 method="wB97M-V/def2-TZVPD" total_charge=0 orbital_gap_ev=11.41 energy_ha=-322.5254 smiles="[H]/N=C/COC=O" multiplicity=1
H -0.310593 -2.415617 -0.731740 0.08 0.00 -0.08
N -0.187346 -1.408069 -0.815211 0.28 -0.08 0.49
C 0.625202 -0.978917 0.056163 -0.13 -0.07 -0.33
C 0.914092 0.500952 0.145649 0.16 -0.06 0.10
O -0.091451 1.244104 -0.529099 -0.10 -0.02 -0.03
C -1.326677 1.070967 -0.030442 -0.11 0.00 0.43
O -1.578987 0.562595 1.030898 0.06 0.30 -0.59
H 1.152198 -1.609726 0.782255 -0.04 0.04 -0.11
H 1.009683 0.812586 1.190714 -0.13 -0.07 -0.09
H 1.854281 0.736147 -0.363055 -0.13 -0.05 0.04
H -2.060403 1.484978 -0.736132 0.05 -0.01 0.17



[3]
12
Properties=species:S:1:pos:R:3:forces:R:3 method="wB97M-V/def2-TZVPD" s2=2.01 total_charge=0 orbital_gap_ev="8.28 / 5.53" energy_ha=-496.7368 multiplicity=3
C 1.239314 -1.840013 -0.704730 1.47 -5.81 -4.19
C -2.249502 1.300267 0.747412 -0.55 3.30 0.82
C 1.153823 -0.719146 -0.028162 -0.78 7.19 4.60
N 0.879993 0.647617 -0.408841 1.08 -4.54 2.73
O 0.637909 0.808636 -1.609193 -0.39 -0.21 -2.87
O 0.749594 1.493542 0.450050 0.15 1.66 1.35
O -1.766843 0.327487 0.322288 1.96 -2.67 -1.26
F 1.329435 -0.897640 1.312219 -0.44 0.94 -1.97
H 1.588383 -2.720321 -0.136608 -0.53 0.58 -0.35
H 1.390623 -1.908583 -1.792289 -0.43 0.38 0.69
H -3.308832 1.174237 1.021482 -0.24 1.07 0.44
H -1.643898 2.333912 0.826368 -1.30 -1.88 0.00



[4]
21
Properties=species:S:1:pos:R:3:forces:R:3 method="wB97M-V/def2-TZVPD" total_charge=0 orbital_gap_ev=10.96 energy_ha=-312.2258 smiles=CCCCCOC multiplicity=1
C 0.916793 -2.595847 2.165000 0.02 -0.11 0.01
C 0.650653 -1.110335 1.906173 -0.01 0.05 0.03
C 0.578555 -0.778208 0.415543 -0.03 -0.04 -0.05
C 0.274775 0.695795 0.132610 -0.01 0.03 0.02
C -0.402113 0.891323 -1.212425 0.07 -0.27 0.06
O -0.686714 2.256827 -1.393287 0.04 0.04 0.04
C -1.443355 2.489476 -2.550955 -0.16 0.11 -0.25
H 1.987941 -2.819679 2.178462 -0.11 0.03 -0.05
H 0.465817 -3.216123 1.381709 0.01 0.09 0.11
H 0.498185 -2.928113 3.119547 0.11 0.08 -0.07
H -0.301251 -0.814780 2.366576 0.12 -0.05 -0.07
H 1.424987 -0.500999 2.390844 -0.12 -0.06 -0.07
H 1.508552 -1.082640 -0.084882 -0.12 0.06 0.08
H -0.215619 -1.399397 -0.024297 0.08 0.07 0.04
H 1.187957 1.301356 0.167882 -0.10 -0.08 0.01
H -0.395648 1.094979 0.904444 0.07 -0.07 -0.09
H 0.237477 0.519818 -2.033300 -0.07 0.07 0.10
H -1.337608 0.304020 -1.242307 0.11 0.09 0.00
H -0.920199 2.144981 -3.457544 -0.05 0.05 0.14
H -1.608959 3.566950 -2.625169 0.02 -0.16 -0.01
H -2.420227 1.980598 -2.504624 0.16 0.07 0.01



[5]
36
Properties=species:S:1:pos:R:3:forces:R:3 method="wB97M-V/def2-TZVPD" total_charge=0 orbital_gap_ev=9.36 energy_ha=-1238.6826 smiles="COC(=O)CCCC[C@@H]1SC[C@H]2NC(=O)N[C@@]12O" multiplicity=1
C 3.015461 1.164551 -2.155703 -0.20 0.33 -0.27
O 3.262736 0.475938 -0.933163 0.18 -0.22 0.15
C 2.460217 0.741841 0.090822 0.28 -0.10 0.16
O 1.549119 1.539538 0.031500 -0.06 0.11 0.02
C 2.829906 -0.045466 1.317942 -0.19 -0.02 0.06
C 1.629062 -0.782598 1.925047 0.13 -0.17 -0.14
C 1.184807 -1.996631 1.106236 -0.08 0.12 -0.02
C 0.378674 -1.659743 -0.148295 0.01 -0.15 0.17
C -1.016039 -1.114593 0.165960 -0.25 -0.18 -0.15
S -2.303044 -2.266526 -0.438105 0.13 0.10 -0.16
C -3.557768 -0.967194 -0.357223 0.29 -0.25 0.14
C -2.863592 0.286520 -0.884700 -0.01 -0.21 -0.06
N -3.360283 1.501120 -0.306286 -0.20 0.04 -0.30
C -2.502863 2.065535 0.596137 -0.07 -0.06 -0.06
O -2.706639 3.043303 1.267870 -0.05 0.53 0.32
N -1.370506 1.277079 0.613860 0.17 0.00 -0.01
C -1.374915 0.281958 -0.428733 -0.20 -0.15 0.37
O -0.569229 0.645823 -1.510173 0.14 0.19 -0.38
H 2.131876 0.752135 -2.648220 0.06 0.01 0.04
H 3.896316 1.011613 -2.773366 -0.06 -0.02 0.04
H 2.857369 2.228034 -1.966890 0.04 -0.10 -0.05
H 3.628123 -0.742147 1.062302 0.01 0.05 0.07
H 3.208872 0.670582 2.051520 0.06 0.03 -0.08
H 0.801066 -0.081124 2.038290 -0.04 0.03 0.13
H 1.916975 -1.122299 2.921436 -0.04 0.10 0.02
H 2.068098 -2.567147 0.811204 0.04 -0.09 0.06
H 0.575480 -2.644374 1.739804 0.03 -0.08 0.02
H 0.920788 -0.949257 -0.771455 -0.07 -0.09 -0.12
H 0.265697 -2.568905 -0.742357 0.13 0.06 -0.09
H -1.164094 -1.044255 1.247351 0.08 0.07 -0.10
H -4.413395 -1.264521 -0.957895 -0.07 0.03 0.02
H -3.860918 -0.831758 0.683244 -0.09 0.10 -0.07
H -2.895517 0.311796 -1.979335 0.10 -0.08 0.16
H -4.312183 1.805766 -0.400511 0.07 0.13 0.12
H -0.490085 1.684803 0.894643 -0.10 0.05 0.09
H 0.180442 1.160592 -1.162746 -0.14 -0.13 -0.09



[6]
18
Properties=species:S:1:pos:R:3:forces:R:3 method="wB97M-V/def2-TZVPD" total_charge=0 orbital_gap_ev=9.31 energy_ha=-1047.2644 smiles=C[C@@H](N)CSS.O multiplicity=1
C 1.769660 -0.224528 0.737215 -0.52 0.36 -0.10
C 0.486815 0.609364 0.485707 0.55 -0.89 -0.49
N 0.129342 0.568096 -0.928507 -0.41 -0.06 0.04
C -0.599155 0.020125 1.383937 0.71 0.52 0.09
S -2.204502 0.835316 1.326074 -0.34 -0.76 -0.41
S -1.838806 2.717044 1.950145 0.16 0.56 -0.01
H 1.503333 -1.254942 0.518372 0.14 -0.30 0.02
H 2.569922 0.056077 0.050961 0.01 0.12 0.14
H 2.108544 -0.163661 1.767850 0.16 0.03 0.11
H 0.649586 1.652505 0.736294 0.02 0.19 0.21
H -0.000895 -0.392317 -1.245431 0.04 0.17 0.06
H 0.890610 0.952737 -1.469119 0.03 0.04 -0.16
H -0.766707 -1.026200 1.129847 -0.22 -0.07 -0.17
H -0.158953 0.025089 2.380206 -0.40 0.02 0.30
H -2.427632 2.613746 3.142080 0.06 0.02 0.32
O -0.326424 -2.247892 -3.881459 -0.41 0.12 -0.13
H -0.974281 -1.665740 -4.306061 0.29 -0.08 0.14
H -0.810455 -3.074826 -3.778106 0.13 -0.01 0.04